1.
# C35H64BF2N11O4PRb

A molecular structure, C35H64BF2N11O4PRb (ωB97M-V/def2-TZVPD, OMol25).

Properties
Kohn-Sham gap   5.56 eV
Maximum force   1.67 eV/A
Electronic energy   -2865.37468 hartree
Charge   0

Each line ends with the Mulliken charge.
CARTESIAN COORDINATES (ANGSTROEM)
Rb1 -1.335 -0.324 0.428  1.247
C1 1.398 -1.360 3.329  -0.706
N1 2.573 -2.180 3.162  0.457
C2 3.736 -1.985 3.991  -0.681
C3 4.663 -3.062 3.451  -0.719
N2 4.243 -3.156 2.062  0.018
C4 4.876 -4.181 1.264  -1.076
C5 2.912 -2.740 1.947  0.385
N3 2.085 -2.738 0.976  -0.454
C6 2.200 -3.522 -0.236  -0.727
C7 0.802 -3.801 -0.813  -1.608
N4 0.283 -2.755 -1.674  -0.295
C8 0.716 -2.507 -2.851  0.290
N5 0.160 -1.496 -3.600  0.324
C9 -1.093 -0.872 -3.244  0.044
C10 0.757 -1.351 -4.901  -0.578
C11 1.654 -2.584 -4.994  -0.701
N6 1.767 -3.048 -3.615  0.144
C12 2.218 -4.419 -3.502  -1.010
H1 1.066 -1.411 4.365  0.426
H2 0.613 -1.751 2.686  0.183
H3 1.578 -0.313 3.073  -0.055
H4 3.493 -2.125 5.045  0.338
H5 4.169 -0.982 3.865  0.237
H6 4.518 -4.014 3.980  0.338
H7 5.717 -2.789 3.511  0.407
H8 5.943 -4.168 1.488  0.335
H9 4.759 -3.978 0.205  0.402
H10 4.497 -5.187 1.482  0.329
H11 2.692 -4.486 -0.077  0.745
H12 2.778 -2.976 -0.995  0.589
H13 0.126 -3.871 0.040  0.445
H14 0.796 -4.780 -1.299  0.315
H15 -1.345 -1.254 -2.264  -0.690
H16 -1.896 -1.126 -3.940  0.415
H17 -1.004 0.212 -3.181  -0.114
H18 1.335 -0.422 -4.978  0.163
H19 -0.005 -1.335 -5.685  0.395
H20 2.640 -2.355 -5.400  0.392
H21 1.200 -3.359 -5.624  0.359
H22 3.056 -4.553 -4.187  0.390
H23 1.438 -5.142 -3.773  0.315
H24 2.577 -4.645 -2.505  0.259
C13 -5.428 0.509 2.656  -0.673
O1 -5.350 -0.847 2.210  -0.491
C14 -4.126 -1.269 1.873  0.740
O2 -3.099 -0.669 2.124  -0.953
N7 -4.212 -2.487 1.274  -0.160
N8 -3.061 -3.041 0.702  -0.175
H25 -6.393 0.607 3.144  0.266
H26 -5.367 1.174 1.795  0.220
H27 -4.621 0.733 3.351  0.298
H28 -5.114 -2.697 0.870  0.246
H29 -3.063 -2.872 -0.302  0.177
H30 -3.051 -4.036 0.881  0.248
C15 4.246 3.126 1.616  -0.768
O3 2.918 2.943 2.091  -0.406
C16 2.138 1.942 1.614  0.719
O4 1.061 1.746 2.111  -0.570
N9 2.706 1.164 0.639  -0.183
N10 1.877 0.246 -0.016  0.400
H31 4.675 3.910 2.233  0.292
H32 4.255 3.451 0.572  0.170
H33 4.840 2.217 1.730  0.344
H34 3.481 1.534 0.113  0.291
H35 2.183 -0.713 0.135  -0.243
H36 1.837 0.468 -1.004  -0.055
F1 -4.997 0.006 -0.544  -0.175
B1 -3.849 -0.083 -1.314  -0.783
F2 -3.767 -1.452 -1.644  -0.252
C17 -3.344 3.806 -3.276  -1.907
C18 -1.814 3.728 -3.307  1.868
C19 -1.432 2.773 -4.445  -1.642
C20 -1.210 5.099 -3.608  -1.719
P1 -1.226 2.910 -1.696  0.909
C21 0.585 3.307 -1.789  1.186
C22 1.264 4.414 -1.275  -0.169
C23 2.640 4.546 -1.405  -0.702
C24 3.382 3.578 -2.069  -0.845
C25 2.731 2.468 -2.590  -0.331
C26 1.358 2.334 -2.434  -1.303
C27 -1.922 3.902 -0.242  2.860
C28 -2.016 5.428 -0.314  -2.012
C29 -1.071 3.485 0.960  -2.012
C30 -3.339 3.358 0.018  -2.083
H37 -3.714 4.011 -4.285  0.532
H38 -3.696 4.608 -2.628  0.339
H39 -3.777 2.862 -2.937  0.261
H40 -1.744 3.211 -5.399  0.586
H41 -1.939 1.813 -4.331  0.327
H42 -0.355 2.605 -4.498  0.250
H43 -1.646 5.484 -4.535  0.551
H44 -0.130 5.036 -3.750  0.274
H45 -1.408 5.827 -2.823  0.236
H46 0.720 5.197 -0.769  0.003
H47 3.135 5.419 -0.996  0.455
H48 4.453 3.693 -2.186  0.337
H49 3.295 1.705 -3.113  0.419
H50 0.866 1.444 -2.815  0.336
H51 -1.068 5.923 -0.515  0.231
H52 -2.376 5.794 0.653  0.536
H53 -2.732 5.751 -1.069  0.352
H54 -0.047 3.849 0.908  0.283
H55 -1.022 2.398 1.043  0.095
H56 -1.518 3.867 1.881  0.618
H57 -4.046 3.652 -0.754  0.311
H58 -3.697 3.759 0.972  0.604
H59 -3.351 2.268 0.061  0.193
C31 -2.554 -3.063 6.898  -0.198
C32 -3.518 -3.065 5.904  -0.698
C33 -3.124 -3.318 4.598  -0.144
N11 -1.863 -3.553 4.244  -0.342
C34 -0.947 -3.555 5.210  -0.334
C35 -1.239 -3.317 6.545  -0.496
H60 -2.825 -2.870 7.929  0.396
H61 -4.558 -2.873 6.131  0.398
H62 -3.852 -3.327 3.794  0.490
H63 0.070 -3.762 4.896  0.547
H64 -0.451 -3.329 7.287  0.360

=====

2.
# CH5N3O2

2 unconnected molecules or ions with the total composition CH5N3O2 (ωB97M-V/def2-TZVPD, OMol25).

Properties
Kohn-Sham gap   9.10 eV
SMILES string   C=[N+]([O-])O.[H]/N=N\[H]
Maximum force   4.07 eV/A
Electronic energy   -355.62755 hartree
Charge   0

Each line ends with the Mulliken charge.
CARTESIAN COORDINATES (ANGSTROEM)
C1 0.924 -1.264 -0.138  -0.278
N1 1.787 -0.246 -0.140  0.580
O1 3.069 -0.382 -0.002  -0.667
O2 1.303 1.017 0.014  -0.395
H1 1.219 -2.249 -0.447  0.266
H2 -0.150 -1.014 0.027  0.155
H3 2.006 1.614 0.341  0.356
H4 -3.605 0.061 0.218  0.226
N2 -2.534 -0.141 0.151  -0.268
N3 -1.844 0.816 -0.150  -0.176
H5 -2.175 1.788 0.125  0.201

=====

3.
# C3H8N2O2

A single C3H8N2O2 molecule (ωB97M-V/def2-TZVPD, OMol25).

Properties
Kohn-Sham gap   10.42 eV
SMILES string   NC(=O)NCCO
Maximum force   0.70 eV/A
Electronic energy   -379.11353 hartree
Charge   0

Each line ends with the Mulliken charge.
CARTESIAN COORDINATES (ANGSTROEM)
N1 2.329 0.958 -0.232  -0.472
C1 0.969 0.837 -0.251  0.613
O1 0.256 1.724 0.195  -0.684
N2 0.538 -0.376 -0.828  -0.356
C2 -0.830 -0.862 -0.570  -0.492
C3 -1.332 -0.721 0.879  -0.522
O2 -1.859 0.546 1.145  -0.575
H1 2.671 1.521 0.535  0.265
H2 2.858 0.124 -0.426  0.246
H3 0.682 -0.220 -1.830  0.265
H4 -0.830 -1.924 -0.853  0.348
H5 -1.559 -0.336 -1.197  0.298
H6 -0.547 -1.023 1.601  0.270
H7 -2.162 -1.424 1.012  0.323
H8 -1.186 1.177 0.820  0.471

=====

4.
# C10H14K3N3O5

A molecular structure, C10H14K3N3O5 (ωB97M-V/def2-TZVPD, OMol25).

Properties
Kohn-Sham gap   4.98 eV
Maximum force   2.60 eV/A
Electronic energy   -2729.25324 hartree
Charge   +2

Each line ends with the Mulliken charge.
CARTESIAN COORDINATES (ANGSTROEM)
K1 -2.979 2.702 0.748  1.040
K2 2.321 3.786 -3.761  0.952
K3 -0.506 1.691 -5.223  0.954
O1 -0.720 0.760 -2.558  -0.419
C1 -0.495 1.870 -1.763  0.573
O2 -0.014 2.885 -2.368  -0.741
O3 -0.807 1.843 -0.560  -0.679
H1 -0.779 0.114 -1.809  0.254
C2 -4.885 -2.126 -1.626  -0.717
N1 -3.889 -1.278 -0.927  0.800
O4 -4.169 -0.858 0.161  -0.526
O5 -2.790 -1.174 -1.419  -0.433
H2 -4.937 -3.117 -1.188  0.297
H3 -4.641 -2.164 -2.684  0.300
H4 -5.861 -1.648 -1.572  0.300
N2 2.193 2.385 0.479  0.291
C3 2.954 1.364 -0.033  -0.501
C4 4.131 1.329 0.676  -0.608
C5 4.035 2.315 1.707  -0.556
C6 2.855 2.988 1.497  -0.453
H5 1.233 2.536 0.208  0.122
H6 2.587 0.729 -0.823  0.474
H7 4.907 0.598 0.519  0.407
H8 4.781 2.544 2.448  0.433
H9 2.385 3.810 2.013  0.414
N3 0.941 -1.514 2.158  0.031
C7 -0.165 -1.390 1.366  -0.592
C8 -0.607 -2.664 1.091  0.014
C9 0.203 -3.562 1.823  -0.733
C10 1.167 -2.839 2.463  -0.494
H10 1.498 -0.737 2.468  0.186
H11 -0.509 -0.458 0.949  0.408
H12 -1.431 -2.971 0.467  0.421
H13 0.047 -4.624 1.925  0.386
H14 1.944 -3.125 3.149  0.395

=====

5.
# C4H6O2

2 unconnected molecules or ions with the total composition C4H6O2 (ωB97M-V/def2-TZVPD, OMol25).

Properties
Kohn-Sham gap   8.34 eV
Maximum force   0.84 eV/A
Electronic energy   -306.33366 hartree
Charge   0

Each line ends with the Mulliken charge.
CARTESIAN COORDINATES (ANGSTROEM)
C1 -1.841 -0.543 -0.251  -0.955
C2 0.447 -0.218 1.399  -0.391
O1 1.317 -0.881 0.656  -0.130
C3 1.770 0.179 -0.240  -0.186
C4 0.707 1.041 0.473  0.547
O2 0.272 2.141 0.323  -0.490
H1 -2.392 0.400 -0.253  0.273
H2 -1.133 -0.565 -1.087  0.179
H3 -2.509 -1.403 -0.311  0.321
H4 -1.306 -0.618 0.700  0.350
H5 1.613 -0.066 -1.293  0.229
H6 2.816 0.420 -0.036  0.252

=====

6.
# C6H16N2

A single C6H16N2 molecule (ωB97M-V/def2-TZVPD, OMol25).

Properties
Kohn-Sham gap   9.82 eV
SMILES string   CCC[C@H](C)NCN
Maximum force   1.38 eV/A
Electronic energy   -347.70477 hartree
Charge   0

Each line ends with the Mulliken charge.
CARTESIAN COORDINATES (ANGSTROEM)
C1 1.531 2.680 -1.230  -1.157
C2 0.512 1.646 -0.749  -0.256
C3 0.988 0.702 0.323  -1.134
C4 0.006 -0.388 0.719  0.350
C5 0.570 -1.220 1.876  -1.423
N1 -0.330 -1.199 -0.449  -0.239
C6 -1.568 -1.960 -0.351  -0.579
N2 -2.721 -1.157 -0.635  -0.563
H1 1.430 2.800 -2.310  0.316
H2 1.440 3.670 -0.803  0.298
H3 2.528 2.282 -1.062  0.341
H4 -0.412 2.114 -0.371  0.261
H5 0.113 1.067 -1.588  0.272
H6 1.266 1.243 1.243  0.319
H7 1.968 0.246 0.108  0.434
H8 -0.930 0.071 1.044  0.245
H9 0.448 -0.696 2.822  0.379
H10 0.039 -2.177 1.979  0.374
H11 1.596 -1.529 1.650  0.342
H12 0.445 -1.795 -0.713  0.270
H13 -1.705 -2.402 0.638  0.316
H14 -1.474 -2.743 -1.107  0.336
H15 -3.224 -0.887 0.196  0.247
H16 -2.517 -0.370 -1.231  0.252

=====

Calculated values (kcal per mole) of ΔE to the lowest compared entry with this formula, charge and spin for the records, taken in order: 18.0 123.4 17.2 0.0 108.3 12.6.